C23H24ClN3O3S | wB97M-V/def2-TZVPD

```
55
C23H24ClN3O3S, DFT wB97M-V/def2-TZVPD
C -1.93728 -3.31059 -0.81089
C -2.62178 -1.99933 -0.73814
C -2.25080 -0.73606 -1.12146
N -3.26237 0.12662 -0.80859
C -4.19969 -0.59918 -0.27343
C -5.48843 -0.17020 0.22353
C -6.40789 -1.13532 0.64498
C -7.65149 -0.77450 1.11911
C -8.00480 0.56493 1.18281
C -7.10940 1.53666 0.77485
C -5.85782 1.17755 0.29834
Cl -4.77481 2.41898 -0.18623
H -7.37112 2.58168 0.82224
H -8.97737 0.85388 1.55066
H -8.34720 -1.53558 1.43765
H -6.12464 -2.17509 0.58861
O -3.86512 -1.91046 -0.20620
C -0.99962 -0.25458 -1.73207
H -1.18393 0.24505 -2.68299
H -0.27183 -1.05233 -1.85862
S -0.27503 1.07529 -0.65158
O 0.97305 1.47351 -1.30324
C 0.21934 -0.08022 0.74314
C 1.28998 -1.02433 0.26761
O 0.99170 -2.15858 -0.09072
N 2.55052 -0.56795 0.19585
C 3.06562 0.71982 0.60053
H 2.27661 1.37115 0.96555
C 4.13484 0.49882 1.68425
N 5.19926 -0.36432 1.22869
C 6.31391 0.16282 0.58098
C 7.42331 -0.65741 0.34521
C 8.56773 -0.15877 -0.24176
C 8.65208 1.17595 -0.60222
C 7.57040 2.00236 -0.36005
C 6.41572 1.50853 0.21871
H 5.59200 2.18753 0.37351
H 7.61618 3.04684 -0.63289
H 9.54847 1.56482 -1.06029
H 9.40672 -0.81833 -0.41038
H 7.39952 -1.69413 0.64505
C 4.66122 -1.64030 0.80651
H 5.45098 -2.28261 0.42341
C 3.59826 -1.44672 -0.28496
H 3.14381 -2.40039 -0.55647
H 4.06102 -0.99528 -1.16997
H 4.20347 -2.12745 1.67483
H 4.54433 1.44910 2.02438
H 3.66397 0.00554 2.54404
H 3.51174 1.19779 -0.27759
H -0.67768 -0.64088 0.99525
H 0.51654 0.53917 1.58483
H -2.01218 -3.72777 -1.81511
H -0.88290 -3.18960 -0.56610
H -2.39931 -4.00271 -0.11190
```

Output
Energy = -2139.209435 a.u.
Charge = 0

Atom-resolved charges from Mulliken, all expressed in e: -1.295, 0.819, 0.374, -0.546, 0.928, -0.311, -0.446, -0.651, -0.395, -0.484, 0.420, -0.195, 0.432, 0.378, 0.393, 0.449, -0.376, -0.911, 0.468, 0.293, 0.426, -0.586, -1.016, 0.729, -0.716, 0.215, -0.304, 0.539, -1.594, 0.132, 0.973, -0.281, -0.613, -0.475, -0.841, -0.376, 0.262, 0.361, 0.385, 0.362, 0.409, -0.914, 0.389, -0.918, 0.498, 0.316, 0.327, 0.542, 0.338, 0.215, 0.492, 0.550, 0.304, 0.180, 0.346

C23H24FN3O2S | wB97M-V/def2-TZVPD

```
54
C23H24FN3O2S, DFT wB97M-V/def2-TZVPD
C 0.92074 -0.74713 3.84604
C 2.13080 -1.48247 3.27764
N 2.41919 -1.05538 1.91746
C 3.45581 -0.13061 1.78318
O 4.12673 0.19574 2.74355
C 3.65378 0.40332 0.45276
C 2.92119 -0.00552 -0.60042
S 3.08713 0.78943 -2.18828
C 2.92365 2.54062 -1.68220
C 1.97350 2.70961 -0.51146
O 2.38066 3.13713 0.55168
N 0.68369 2.35418 -0.69073
C 0.09879 1.85994 -1.92009
C -1.42658 1.88631 -1.83262
N -1.88911 1.07274 -0.72874
C -2.89654 0.14766 -0.85646
C -2.95175 -0.99590 -0.04785
C -3.97834 -1.91381 -0.15466
C -4.99819 -1.73586 -1.07191
C -4.98485 -0.60796 -1.87421
C -3.96327 0.30834 -1.75375
F -4.03972 1.42178 -2.53594
C -1.02394 1.05190 0.43067
C -0.19173 2.32605 0.46458
C 1.94804 -1.05004 -0.45167
C 1.23097 -1.56698 -1.53617
C 0.25409 -2.51601 -1.35468
C -0.01676 -2.97413 -0.06978
C 0.68874 -2.49810 1.01243
C 1.69481 -1.53222 0.85422
H 0.74454 -1.06689 4.86934
H 1.11091 0.32344 3.84580
H 0.02498 -0.94018 3.25914
H 1.99559 -2.56533 3.30675
H 3.01595 -1.22667 3.86563
H 4.40418 1.17331 0.37661
H 2.58135 3.06426 -2.57419
H 3.90109 2.92271 -1.38810
H 0.41999 0.82923 -2.11029
H 0.41647 2.47995 -2.76274
H -1.77811 2.92093 -1.72673
H -1.81625 1.49371 -2.77142
H -2.16617 -1.17610 0.66681
H -3.97583 -2.78210 0.48711
H -5.79767 -2.45382 -1.15794
H -5.77079 -0.41364 -2.58711
H -1.63869 0.99430 1.33457
H -0.34467 0.18615 0.41468
H 0.43926 2.35596 1.35578
H -0.84294 3.20646 0.47566
H 1.47474 -1.21322 -2.52716
H -0.29809 -2.90162 -2.19685
H -0.78670 -3.71492 0.08358
H 0.45533 -2.88855 1.98847
```

Output
SMILES = CCn1c(=O)cc(SCC(=O)N2CCN(c3ccccc3F)CC2)c2ccccc21
Energy = -1703.685276 a.u.
Charge = 0

Atom-resolved charges from Mulliken, all expressed in e: -0.874, -1.074, 0.078, 0.245, -0.698, -0.567, 0.624, -0.194, -0.924, 0.608, -0.650, 0.278, -0.323, -1.184, 0.324, 0.306, -0.120, -0.896, -0.500, -0.621, 0.441, -0.330, -0.162, -1.537, 0.758, -0.669, -0.977, -0.954, -0.586, 0.618, 0.403, 0.312, 0.157, 0.468, 0.498, 0.433, 0.581, 0.458, 0.056, 0.557, 0.220, 0.598, 0.357, 0.419, 0.383, 0.444, 0.783, -0.112, 0.570, 0.214, 0.598, 0.421, 0.407, 0.333

C23H24MnN5O6S2 | wB97M-V/def2-TZVPD

```
61
C23H24MnN5O6S2, DFT wB97M-V/def2-TZVPD
Mn 0.32689 -0.14443 -0.90173
C -4.21128 -0.36979 2.15395
C -4.04640 0.88912 1.31738
N -2.77721 1.56514 1.56355
C -2.59781 2.15907 2.89041
C -1.66145 1.35528 3.78010
C -1.81195 1.66674 0.65256
S -1.93705 0.94327 -0.89434
N -0.77017 2.45873 1.00171
C 0.47477 2.18442 0.74460
O 0.94970 1.04864 0.37223
C 1.49852 3.23496 0.99449
C 1.18387 4.36209 1.74991
C 2.14069 5.33730 1.97085
C 3.41071 5.19546 1.42759
C 3.72176 4.07902 0.66678
C 2.77117 3.09438 0.45261
H -5.14938 -0.85944 1.89267
H -4.23849 -0.15293 3.22200
H -3.39398 -1.06483 1.96172
H -4.84286 1.60909 1.53143
H -4.09355 0.64736 0.25914
H -3.59341 2.22624 3.33277
H -2.22192 3.17454 2.75747
H -1.97538 0.31478 3.84527
H -1.65139 1.77561 4.78547
H -0.64646 1.37601 3.38899
H 0.18743 4.45898 2.15722
H 1.89795 6.20934 2.56300
H 4.15772 5.95962 1.59622
H 4.70769 3.97601 0.23495
H 2.99755 2.22315 -0.14586
C -1.79495 -3.17582 -2.07053
C -0.86059 -2.35294 -2.87635
N -0.26125 -1.22211 -2.53035
C 0.48300 -0.81195 -3.60966
C 0.34020 -1.70402 -4.62708
N -0.51602 -2.66204 -4.14370
C 0.87780 -1.80205 -6.00687
O 1.68077 -0.83585 -6.38995
O 0.53924 -2.72349 -6.71151
C 1.28840 0.43658 -3.47312
O 1.98108 0.82612 -4.41363
O 1.17478 0.96742 -2.32210
H -2.12824 -2.61184 -1.20429
H -1.29779 -4.08083 -1.71795
H -2.65296 -3.46627 -2.67525
H -0.83653 -3.44147 -4.69884
H 1.83452 -0.15170 -5.65724
O 1.88486 -1.45360 -0.61210
N 1.81807 -2.49475 0.19876
C 2.89309 -3.31193 0.22436
C 2.92407 -4.41529 1.03096
C 1.81514 -4.68129 1.83909
C 0.73578 -3.83826 1.80220
C 0.71252 -2.70911 0.96681
S -0.59532 -1.61553 0.85254
H 3.68565 -2.99720 -0.43588
H 3.79711 -5.04826 1.02874
H 1.80625 -5.54316 2.49080
H -0.13494 -4.01229 2.41702
```

Output
Energy = -3563.602540 a.u.
Charge = 0
Spin multiplicity = 5

Atom-resolved charges from Mulliken, all expressed in e: 0.895, -0.904, -0.705, 0.158, -0.753, -0.924, 0.604, -0.637, -0.323, 0.420, -0.560, 0.563, -0.196, -0.702, -0.379, -0.691, -0.555, 0.401, 0.337, 0.104, 0.384, 0.369, 0.454, 0.398, 0.271, 0.388, 0.197, 0.441, 0.398, 0.384, 0.398, 0.378, -1.248, 0.142, 0.238, 0.430, -0.127, 0.019, 0.478, -0.545, -0.623, 0.780, -0.875, -0.535, 0.115, 0.267, 0.471, 0.233, 0.444, -0.544, 0.591, -0.281, -0.774, -0.230, -0.878, 0.147, -0.024, 0.453, 0.416, 0.392, 0.451

C23H24N2O4S | wB97M-V/def2-TZVPD

```
54
C23H24N2O4S, DFT wB97M-V/def2-TZVPD
O -4.86797 -1.07395 -0.79866
C -4.08369 -1.46844 0.03443
C -3.97459 -2.94087 0.40787
C -2.93098 -3.62187 -0.50222
C -1.57355 -3.02848 -0.26394
C -0.78076 -3.49232 0.78149
C 0.41308 -2.86336 1.09032
C 0.80887 -1.76212 0.35559
S 2.25851 -0.85903 0.88677
O 3.18111 -1.79033 1.47642
O 1.81312 0.23904 1.69738
N 2.81362 -0.24049 -0.56911
C 3.32452 1.11735 -0.54248
C 4.77519 1.13356 -0.05748
O 5.58002 0.29124 -0.85375
C 5.12504 -1.04409 -0.80570
C 3.67713 -1.15142 -1.29599
C 0.04912 -1.29818 -0.70127
C -1.13453 -1.94231 -1.01699
N -3.18967 -0.68245 0.69763
C -2.84296 0.65131 0.43135
C -3.70430 1.51339 -0.27749
C -3.32530 2.80045 -0.53088
C -2.07747 3.29734 -0.10054
C -1.65684 4.61807 -0.35887
C -0.43404 5.05579 0.06753
C 0.42315 4.19359 0.77119
C 0.04358 2.90957 1.04602
C -1.21342 2.43028 0.61829
C -1.62612 1.11058 0.87805
H -3.69457 -3.06060 1.45532
H -4.94662 -3.40534 0.24048
H -3.23125 -3.47923 -1.54100
H -2.92055 -4.69119 -0.28479
H -1.10605 -4.34321 1.36220
H 1.04246 -3.20341 1.89743
H 2.68461 1.69377 0.12392
H 3.26008 1.51947 -1.55860
H 5.20592 2.13270 -0.13951
H 4.80305 0.80162 0.99162
H 5.79570 -1.61685 -1.44826
H 5.17805 -1.42626 0.22298
H 3.29910 -2.16259 -1.14240
H 3.61719 -0.89397 -2.35848
H 0.38425 -0.43597 -1.25446
H -1.73882 -1.58339 -1.83687
H -2.54780 -1.14834 1.32471
H -4.65435 1.13887 -0.61894
H -3.98816 3.46019 -1.07202
H -2.31945 5.27724 -0.90183
H -0.11722 6.06881 -0.13424
H 1.38688 4.55794 1.09685
H 0.69296 2.23426 1.58355
H -0.95527 0.46365 1.42744
```

Output
SMILES = O=C(CCc1ccc(S(=O)(=O)N2CCOCC2)cc1)Nc1ccc2ccccc2c1
Energy = -1699.526241 a.u.
Charge = 0

Atom-resolved charges from Mulliken, all expressed in e: -0.647, 0.482, -0.812, -1.302, 0.512, -0.395, -0.736, 0.039, 1.404, -0.751, -0.640, 0.085, -0.426, -0.556, -0.411, -0.519, -0.711, -0.493, -0.460, -0.094, 0.516, -0.676, -1.132, 0.783, -0.718, -0.563, -0.671, -0.805, 0.212, -0.215, 0.395, 0.416, 0.363, 0.453, 0.425, 0.536, 0.141, 0.355, 0.397, 0.333, 0.376, 0.324, 0.323, 0.431, 0.549, 0.390, 0.266, 0.531, 0.374, 0.405, 0.383, 0.433, 0.607, 0.496